Record 1
ORCA calculation (the ωB97M-V functional and the def2-TZVPD basis) on a 2-piece molecular cluster, C12H14NO2 overall in a non-equilibrium geometry.

Structure (ORCA input):
```
! wB97M-V def2-TZVPD RIJCOSX def2/J DEFGRID3
* xyz -1 1
C 0.75 -1.75 0.80
C 0.99 -2.29 -0.57
C -0.57 -1.05 1.02
C -1.48 -1.28 1.98
C -1.12 -0.02 0.16
C -2.39 0.27 0.67
C -0.69 0.70 -0.96
C -3.22 1.25 0.14
C -1.56 1.59 -1.57
C -2.82 1.87 -1.03
N -2.58 -0.43 1.85
H 0.92 -2.39 1.65
H 1.44 -0.95 0.96
H 0.56 -1.70 -1.39
H -1.59 -2.12 2.66
H -3.23 -0.06 2.51
H 0.25 0.53 -1.47
H -4.23 1.40 0.52
H -1.30 2.08 -2.49
H -3.44 2.68 -1.40
H 0.69 -3.31 -0.78
H 2.00 -2.21 -0.95
C 2.90 1.64 -0.33
C 3.67 0.29 -0.40
O 4.31 -0.04 0.63
O 3.54 -0.37 -1.46
H 2.30 1.59 0.59
H 2.20 1.74 -1.15
H 3.69 2.38 -0.19
*
```

Summary:
HOMO, hartree: -0.1478
ΔE to the lowest compared entry with this formula, charge and spin, kcal per mole: 26.36
Kohn-Sham gap, eV: 6.9583
LUMO level, eV: 2.94
Energy, eV: -18257.507

Record 2
ORCA calculation (the ωB97M-V functional and the def2-TZVPD basis) on one molecule with the formula C12H14NOP in a non-equilibrium geometry.

Structure (ORCA input):
```
! wB97M-V def2-TZVPD RIJCOSX def2/J DEFGRID3
* xyz 0 3
C -2.88 1.38 -0.13
C -2.73 -1.46 0.35
C -1.76 0.70 -0.08
C -1.67 -0.69 0.09
C -0.42 1.30 -0.36
C 0.19 -1.00 -0.10
C -4.17 0.53 -0.28
C -4.06 -0.75 0.65
C 4.28 -0.65 0.17
C 4.18 0.82 0.54
C 2.92 0.05 0.35
C 1.98 0.59 -0.68
N 0.54 0.33 -0.25
O -0.19 2.46 -0.55
P 0.69 -2.57 -0.18
H -2.78 2.48 -0.33
H -2.52 -2.56 0.39
H -5.20 0.99 0.01
H -4.10 0.20 -1.34
H -4.91 -1.33 0.34
H -4.08 -0.47 1.76
H 4.59 -0.86 -0.84
H 4.54 -1.29 1.05
H 4.52 1.03 1.51
H 4.39 1.53 -0.25
H 2.45 -0.25 1.31
H 2.15 1.70 -0.74
H 2.15 -0.04 -1.61
H 1.92 -2.18 -0.82
*
```

Summary:
HOMO (alpha / beta), hartree: -0.2130 / -0.3133
<S²>: 2.01
Kohn-Sham gap (alpha / beta), eV: 5.8843 / 6.2348
LUMO level (alpha / beta), eV: 0.09 / -2.29
Energy, eV: -25490.158

Record 3
ORCA calculation (the ωB97M-V functional and the def2-TZVPD basis) on an isolated ion of composition C12H14NS2 and charge +1 in a non-equilibrium geometry.

Structure (ORCA input):
```
! wB97M-V def2-TZVPD RIJCOSX def2/J DEFGRID3
* xyz 1 1
C 2.69 1.56 -0.84
C 2.98 0.42 -1.61
C 1.57 1.57 0.01
C 2.06 -0.68 -1.50
C 0.79 0.49 0.10
C 0.97 -0.65 -0.63
C -3.13 -0.68 -1.13
C -0.61 0.75 0.71
C -2.82 1.64 -0.16
C 0.00 -1.76 -0.71
C -1.58 0.84 -0.48
C -0.18 -2.69 2.13
N -1.91 -0.48 -0.91
S -4.27 0.58 -0.65
S -0.34 -3.04 0.29
H 3.28 2.41 -1.05
H 3.84 0.20 -2.18
H 1.27 2.43 0.61
H 2.14 -1.54 -2.24
H -3.45 -1.71 -1.36
H -0.95 -0.18 1.26
H -0.55 1.65 1.29
H -2.88 1.91 0.87
H -2.87 2.53 -0.60
H -0.33 -2.12 -1.70
H -1.04 1.40 -1.28
H 0.82 -2.89 2.50
H -0.93 -3.42 2.61
H -0.73 -1.79 2.29
*
```

Summary:
HOMO, hartree: -0.4565
ΔE to the lowest compared entry with this formula, charge and spin, kcal per mole: 0.00
Kohn-Sham gap, eV: 7.8265
LUMO level, eV: -4.60
Energy, eV: -35822.753

Record 4
ORCA calculation (the ωB97M-V functional and the def2-TZVPD basis) on one molecule with the formula C12H14OSe in a non-equilibrium geometry.

Structure (ORCA input):
```
! wB97M-V def2-TZVPD RIJCOSX def2/J DEFGRID3
* xyz 0 1
C -1.67 0.94 -4.24
C -1.90 2.06 -3.45
C -0.94 -0.08 -3.68
C -1.53 2.15 -2.10
C -0.56 -0.08 -2.34
C -0.88 0.99 -1.59
C 0.53 0.78 3.04
C 0.53 -0.48 3.79
C 0.83 -1.76 2.96
C 0.21 -1.55 1.57
C 0.61 -0.47 0.77
C 2.08 -0.37 0.27
O 0.50 1.93 3.14
Se -0.60 0.95 0.33
H -1.96 1.11 -5.22
H -2.53 2.77 -3.83
H -0.55 -0.89 -4.26
H -1.78 2.93 -1.50
H 0.02 -0.89 -2.00
H 1.29 -0.41 4.50
H -0.47 -0.58 4.26
H 1.84 -1.92 2.91
H 0.25 -2.53 3.59
H 0.35 -2.44 0.98
H -0.91 -1.37 1.65
H 2.02 0.41 -0.56
H 2.46 -1.25 -0.10
H 2.77 0.04 1.10
*
```

Summary:
HOMO, hartree: -0.2461
ΔE to the lowest compared entry with this formula, charge and spin, kcal per mole: 54.09
Kohn-Sham gap, eV: 6.8810
LUMO level, eV: 0.19
Energy, eV: -80060.066

Record 5
ORCA calculation (the ωB97M-V functional and the def2-TZVPD basis) on C12H15Br18NO2 as an isolated structure in a non-equilibrium geometry.

Structure (ORCA input):
```
! wB97M-V def2-TZVPD RIJCOSX def2/J DEFGRID3
* xyz 0 1
C 3.11 -5.45 0.31
C 3.06 -4.29 0.66
C 2.82 -2.77 1.03
C 2.18 -2.10 -0.28
O 1.27 -1.02 0.03
C 0.07 -1.51 0.57
O -0.24 -1.17 1.69
C -0.94 -2.48 -0.20
N -1.53 -3.37 0.84
H 2.84 -6.40 -0.24
H 2.09 -2.80 1.90
H 3.78 -2.29 1.36
H 3.01 -1.73 -0.95
H 1.66 -2.94 -0.85
H -1.80 -1.90 -0.68
H -0.42 -3.08 -1.01
H -1.98 -4.18 0.41
H -0.77 -3.66 1.47
C -4.07 0.55 -1.67
Br -2.34 -0.31 -1.80
Br -3.93 2.46 -1.96
Br -5.38 -0.27 -2.83
H -4.41 0.42 -0.65
C -9.42 -2.08 -3.20
Br -9.15 -3.98 -2.98
Br -8.34 -1.36 -4.63
Br -11.30 -1.64 -3.43
H -9.10 -1.60 -2.28
C -1.59 2.24 1.76
Br -1.74 3.63 0.42
Br -0.99 2.94 3.46
Br -3.23 1.23 1.94
H -0.83 1.54 1.42
C 3.17 3.23 5.23
Br 1.63 3.66 6.31
Br 3.54 1.33 5.23
Br 2.99 3.92 3.43
H 4.03 3.72 5.68
C 4.27 5.18 -0.49
Br 4.08 6.56 -1.83
Br 4.96 5.89 1.18
Br 2.62 4.20 -0.22
H 5.01 4.47 -0.86
C 4.23 1.56 -2.66
Br 6.06 1.59 -2.04
Br 4.08 0.80 -4.44
Br 3.05 0.69 -1.40
H 3.90 2.60 -2.73
*
```

Summary:
HOMO, hartree: -0.3487
Kohn-Sham gap, eV: 9.2146
LUMO level, eV: -0.27
Energy, eV: -1279031.082

Record 6
ORCA calculation (the ωB97M-V functional and the def2-TZVPD basis) on C12H15BrN4OS as an isolated structure in a non-equilibrium geometry.

Structure (ORCA input):
```
! wB97M-V def2-TZVPD RIJCOSX def2/J DEFGRID3
* xyz 0 1
C -6.71 -0.61 -0.75
H -6.84 -0.68 0.22
H -6.51 0.53 -1.14
H -7.53 -1.07 -1.42
C -5.44 -1.53 -1.30
C -4.39 -0.90 -0.30
N -3.86 -1.48 0.85
N -2.82 -0.51 1.01
C -2.83 0.54 0.25
N -3.70 0.35 -0.63
N -4.10 1.47 -1.64
H -4.50 2.24 -1.39
H -3.18 1.29 -2.31
S -1.72 1.99 0.46
C -0.63 1.33 1.64
C 0.37 0.40 1.37
C 0.31 -1.11 1.34
C 1.20 -1.85 0.85
C 2.50 -1.18 0.13
C 2.51 0.15 0.26
C 1.54 0.95 0.57
H 1.62 2.12 0.75
Br 4.11 0.92 -0.59
O 3.34 -1.96 -0.17
C 3.31 -3.25 -0.56
H 3.34 -3.77 0.70
H 4.24 -3.96 -0.79
H 2.49 -3.61 -0.92
H 1.00 -2.90 0.93
H -0.60 -1.39 1.78
H -1.24 0.96 2.45
H -0.23 2.24 2.05
H -5.20 -1.22 -2.18
H -5.59 -2.54 -0.91
*
```

Summary:
HOMO, hartree: -0.2803
ΔE to the lowest compared entry with this formula, charge and spin, kcal per mole: 301.67
Kohn-Sham gap, eV: 8.0183
LUMO level, eV: 0.39
Energy, eV: -101560.919

> What is the formula in the sixth record?

C12H15BrN4OS

> The lowest energy belongs to which entry?

C12H15Br18NO2